DFT (ωB97M-V with the def2-TZVPD basis set) results for a cluster of 2 separate species, C5H5N3O in total in a non-equilibrium geometry.

CARTESIAN COORDINATES (ANGSTROEM)
1 C -0.802 -1.608 -0.097
2 C -2.021 1.145 -0.117
3 C 1.152 -0.304 -0.360
4 C 0.094 -0.941 -0.905
5 C -0.687 1.704 0.191
6 N -1.386 -2.204 0.699
7 N -2.973 0.573 -0.429
8 N 1.577 -0.241 0.947
9 O -0.208 1.734 1.306
10 H 1.905 0.314 -0.829
11 H -0.062 -0.912 -2.056
12 H -0.287 1.985 -0.837
13 H 2.556 -0.197 1.093
14 H 1.144 -1.048 1.394

Computed properties:
E_HOMO, eV: -9.46
E, eV: -11780.87968
Frontier orbital gap, eV: 8.923
Maximum force, eV/Å: 3.65
SMILES: N#C/C=C\N.N#CC=O
ΔE to the lowest compared entry with this formula, charge and spin, kcal/mol: 65.51
Total charge: 0